C33H94N2O13 | wB97M-V/def2-TZVPD

The value obtained for the energy is -65334.251 eV. The net charge is 0. The LUMO energy comes out at 0.01363 Eh. Its HOMO energy is -9.12 eV.

Positions of all 142 atoms, in Å:
C1 -17.260 21.377 7.176
C2 -17.978 22.644 7.622
C3 -17.008 23.819 7.694
O1 -19.109 22.998 6.849
H1 -16.961 21.513 6.136
H2 -17.876 20.479 7.294
H3 -16.437 21.159 7.859
H4 -18.364 22.492 8.641
H5 -16.468 24.059 6.778
H6 -16.307 23.840 8.525
H7 -17.652 24.699 7.823
H8 -19.779 22.311 6.864
C4 -14.020 26.590 12.852
C5 -14.598 27.961 13.183
C6 -13.718 29.198 12.928
O2 -15.792 28.196 12.409
H9 -14.845 25.912 13.084
H10 -13.112 26.463 13.432
H11 -13.885 26.464 11.775
H12 -14.910 27.986 14.232
H13 -14.259 30.121 13.149
H14 -13.484 29.303 11.867
H15 -12.842 29.163 13.580
H16 -16.546 28.545 12.927
C7 -13.552 27.718 8.782
C8 -14.726 27.663 7.790
C9 -14.864 26.312 7.106
O3 -15.928 28.078 8.416
H17 -12.632 27.479 8.242
H18 -13.722 26.908 9.498
H19 -13.497 28.695 9.254
H20 -14.572 28.465 7.055
H21 -15.677 26.169 6.402
H22 -14.853 25.563 7.906
H23 -13.881 26.141 6.648
H24 -16.218 27.346 8.984
C10 -10.961 30.244 6.572
C11 -9.594 29.593 6.530
C12 -9.267 28.857 5.222
O4 -8.620 30.628 6.605
H25 -10.997 31.048 5.831
H26 -11.212 30.727 7.524
H27 -11.843 29.623 6.392
H28 -9.572 28.832 7.321
H29 -9.946 28.058 4.917
H30 -8.239 28.498 5.247
H31 -9.324 29.540 4.369
H32 -8.957 31.290 7.219
C13 -14.362 26.139 3.190
C14 -12.870 25.922 3.424
C15 -11.982 25.797 2.217
O5 -12.468 27.143 4.121
H33 -14.360 27.050 2.587
H34 -14.929 26.201 4.119
H35 -14.891 25.337 2.664
H36 -12.811 25.051 4.093
H37 -12.451 25.149 1.470
H38 -10.972 25.463 2.418
H39 -12.095 26.773 1.733
H40 -13.158 27.277 4.779
C16 -14.022 21.780 11.819
C17 -12.944 22.578 11.088
C18 -13.524 23.489 9.998
O6 -12.342 23.397 12.121
H41 -14.316 20.897 11.244
H42 -14.873 22.361 12.171
H43 -13.556 21.368 12.719
H44 -12.184 21.928 10.649
H45 -12.707 23.736 9.322
H46 -13.981 24.377 10.439
H47 -14.309 22.950 9.469
H48 -12.358 24.286 11.746
C19 -8.969 27.063 12.311
C20 -10.467 27.115 11.989
C21 -10.675 28.299 11.036
O7 -10.859 25.915 11.276
H49 -8.418 26.746 11.424
H50 -8.737 26.265 13.025
H51 -8.615 27.994 12.750
H52 -11.148 27.192 12.832
H53 -9.976 28.257 10.198
H54 -10.586 29.223 11.603
H55 -11.667 28.102 10.626
H56 -10.369 26.034 10.451
C22 -18.259 23.777 2.682
C23 -18.648 25.014 3.454
C24 -20.166 25.261 3.516
O8 -20.644 25.526 2.217
C25 -22.037 25.785 2.202
N1 -17.992 24.915 4.761
H57 -17.207 23.735 2.417
H58 -18.879 23.618 1.794
H59 -18.580 22.900 3.260
H60 -18.231 25.894 2.955
H61 -20.303 26.132 4.174
H62 -20.746 24.412 3.910
H63 -22.538 24.930 1.733
H64 -22.269 26.680 1.628
H65 -22.506 25.828 3.188
H66 -18.183 25.710 5.365
H67 -18.338 24.106 5.266
C26 -19.565 31.256 11.670
C27 -18.336 30.352 11.645
C28 -17.140 31.266 11.260
O9 -17.012 31.617 9.891
C29 -17.154 30.557 8.981
N2 -17.996 29.731 12.931
H68 -20.494 30.693 11.796
H69 -19.671 31.813 10.735
H70 -19.526 32.055 12.416
H71 -18.531 29.616 10.869
H72 -16.216 30.714 11.475
H73 -17.142 32.192 11.831
H74 -18.203 30.251 8.879
H75 -16.611 29.648 9.269
H76 -16.782 30.886 8.014
H77 -17.750 30.448 13.609
H78 -18.886 29.346 13.244
C30 -17.275 25.001 11.132
O10 -16.375 25.893 10.534
H79 -16.797 24.213 11.728
H80 -17.968 25.537 11.791
H81 -17.865 24.488 10.375
H82 -15.901 26.447 11.168
C31 -14.026 31.090 7.370
O11 -13.174 31.844 6.502
H83 -14.809 30.496 6.905
H84 -13.403 30.486 8.032
H85 -14.536 31.763 8.070
H86 -13.683 31.926 5.689
C32 -13.640 22.605 6.703
O12 -12.475 22.088 7.310
H87 -13.453 23.503 6.108
H88 -14.110 21.846 6.068
H89 -14.456 22.898 7.365
H90 -11.720 22.414 6.817
C33 -15.121 28.102 5.479
O13 -15.835 27.218 4.633
H91 -15.035 29.010 4.884
H92 -15.644 28.290 6.419
H93 -14.093 27.799 5.705
H94 -16.023 26.380 5.063

C34H102O17 | wB97M-V/def2-TZVPD

The value obtained for the energy is -71714.522 eV. The net charge is 0. The LUMO energy comes out at 0.02003 Eh. Its HOMO energy is -9.74 eV.

Positions of all 153 atoms, in Å:
C1 -5.493 -24.886 6.289
C2 -5.957 -23.466 6.429
O1 -6.705 -23.320 7.669
H1 -4.824 -25.227 7.093
H2 -4.951 -25.006 5.355
H3 -6.337 -25.571 6.367
H4 -6.550 -23.202 5.514
H5 -5.107 -22.780 6.461
H6 -7.381 -24.047 7.593
C3 -0.425 -20.547 7.010
C4 -0.595 -19.210 7.641
O2 0.266 -19.161 8.768
H7 -1.003 -20.632 6.131
H8 -0.698 -21.456 7.645
H9 0.649 -20.672 6.735
H10 -1.663 -18.958 7.918
H11 -0.295 -18.401 6.937
H12 0.304 -18.261 9.139
C5 -6.703 -18.987 5.182
C6 -5.193 -19.285 5.148
O3 -4.757 -19.306 3.796
H13 -7.056 -18.751 6.160
H14 -7.180 -19.803 4.642
H15 -6.847 -18.099 4.616
H16 -4.888 -20.239 5.605
H17 -4.701 -18.476 5.663
H18 -4.085 -18.625 3.699
C7 -6.867 -18.418 14.921
C8 -6.311 -19.510 13.989
O4 -4.912 -19.539 14.161
H19 -6.272 -17.512 14.759
H20 -6.776 -18.642 15.994
H21 -7.922 -18.289 14.641
H22 -6.563 -19.250 12.902
H23 -6.842 -20.439 14.171
H24 -4.630 -20.458 13.979
C9 -2.000 -15.565 6.540
C10 -2.540 -15.232 7.922
O5 -3.391 -16.270 8.299
H25 -1.438 -16.475 6.616
H26 -1.363 -14.784 6.106
H27 -2.827 -15.795 5.881
H28 -3.027 -14.292 7.961
H29 -1.698 -15.105 8.627
H30 -3.876 -16.167 9.157
C11 -2.775 -27.652 9.703
C12 -3.676 -26.468 9.934
O6 -4.510 -26.617 11.062
H31 -3.270 -28.511 9.246
H32 -2.445 -27.980 10.673
H33 -1.927 -27.478 9.086
H34 -4.391 -26.274 9.104
H35 -3.064 -25.557 10.105
H36 -4.867 -27.499 11.048
C13 -8.654 -21.176 10.507
C14 -7.168 -21.416 10.280
O7 -6.841 -20.797 9.013
H37 -9.235 -21.672 9.768
H38 -8.908 -20.093 10.452
H39 -8.953 -21.577 11.469
H40 -6.983 -22.498 10.181
H41 -6.561 -20.965 11.050
H42 -6.931 -21.544 8.401
C15 -8.265 -25.890 9.358
C16 -9.280 -24.773 9.051
O8 -9.498 -24.692 7.613
H43 -8.268 -26.020 10.422
H44 -7.247 -25.702 9.071
H45 -8.559 -26.885 9.010
H46 -8.823 -23.822 9.342
H47 -10.243 -24.817 9.584
H48 -9.900 -23.808 7.495
C17 -2.022 -21.905 3.377
C18 -2.966 -21.808 2.219
O9 -3.991 -22.828 2.339
H49 -2.534 -22.080 4.331
H50 -1.376 -21.035 3.373
H51 -1.410 -22.812 3.245
H52 -2.402 -21.860 1.248
H53 -3.452 -20.787 2.230
H54 -4.801 -22.587 1.881
C19 0.584 -22.140 12.959
C20 0.230 -20.916 12.194
O10 -0.209 -21.303 10.846
H55 0.686 -21.908 13.999
H56 1.547 -22.579 12.505
H57 -0.186 -22.860 12.996
H58 1.081 -20.260 12.029
H59 -0.570 -20.351 12.653
H60 -0.179 -20.535 10.217
C21 -1.851 -24.241 6.872
C22 -0.786 -24.535 7.881
O11 -0.074 -25.705 7.456
H61 -2.310 -25.171 6.565
H62 -1.394 -23.863 5.980
H63 -2.613 -23.523 7.287
H64 -1.203 -24.788 8.901
H65 -0.168 -23.640 8.004
H66 0.587 -25.936 8.103
C23 -1.601 -17.639 11.130
C24 -2.005 -18.218 12.555
O12 -3.133 -17.522 13.171
H67 -1.277 -16.599 11.057
H68 -2.585 -17.568 10.603
H69 -0.955 -18.380 10.596
H70 -1.052 -18.194 13.177
H71 -2.307 -19.271 12.449
H72 -3.632 -18.266 13.467
C25 -0.559 -19.480 15.965
C26 -0.991 -19.293 17.457
O13 0.095 -19.284 18.375
H73 -1.339 -19.766 15.273
H74 0.295 -20.213 15.831
H75 -0.214 -18.530 15.598
H76 -1.630 -20.116 17.779
H77 -1.555 -18.318 17.573
H78 0.826 -18.917 17.917
C27 -5.006 -23.551 13.426
C28 -3.539 -23.270 13.531
O14 -3.417 -22.010 14.191
H79 -5.356 -24.364 12.809
H80 -5.484 -22.585 13.129
H81 -5.448 -23.763 14.454
H82 -3.004 -23.165 12.559
H83 -2.992 -24.007 14.107
H84 -2.542 -21.948 14.543
C29 -0.231 -25.329 16.535
C30 -0.011 -24.186 17.497
O15 -0.231 -22.977 16.728
H85 -1.234 -25.318 16.181
H86 0.008 -26.286 17.088
H87 0.333 -25.201 15.604
H88 0.982 -24.223 17.952
H89 -0.758 -24.168 18.264
H90 0.551 -22.422 16.775
C31 -6.548 -17.846 9.774
C32 -6.293 -17.006 10.964
O16 -4.994 -16.409 10.897
H91 -6.232 -17.393 8.823
H92 -7.616 -18.152 9.742
H93 -5.957 -18.801 9.728
H94 -6.302 -17.650 11.813
H95 -7.071 -16.266 11.097
H96 -4.464 -16.553 11.715
C33 -3.530 -20.896 9.357
C34 -3.646 -22.266 9.957
O17 -2.363 -22.916 9.990
H97 -2.920 -20.253 9.973
H98 -4.463 -20.357 9.277
H99 -3.102 -20.914 8.351
H100 -4.161 -22.914 9.245
H101 -4.178 -22.277 10.943
H102 -1.654 -22.338 10.371

net charge of number 1 (C33H94N2O13)? 0

Number 2 is which compound? C34H102O17